{"formula": "C23H46N9O13P", "method": "the ωB97M-V functional and the def2-TZVPD basis", "gap_ev": 8.54, "elements": ["N", "C", "O", "C", "C", "P", "O", "O", "O", "C", "N", "C", "N", "C", "O", "O", "N", "C", "C", "O", "O", "H", "H", "H", "H", "H", "H", "H", "H", "H", "H", "H", "C", "C", "O", "N", "C", "H", "H", "H", "H", "H", "H", "H", "C", "C", "O", "N", "C", "H", "H", "H", "H", "H", "H", "H", "C", "C", "O", "N", "C", "H", "H", "H", "H", "H", "H", "H", "C", "C", "O", "N", "C", "H", "H", "H", "H", "H", "H", "H", "C", "C", "O", "N", "C", "H", "H", "H", "H", "H", "H", "H"], "xyz": [[4.5582, -0.7001, 1.9555], [3.9994, -0.2200, 1.0609], [3.0372, 0.2020, 0.2827], [2.9729, 1.6383, 0.2798], [1.5349, 2.1453, 0.2420], [0.5240, 1.3923, 1.5990], [-0.3281, 2.3939, 2.2495], [-0.4205, 0.2749, 0.8966], [1.4364, 0.6219, 2.6548], [1.6525, 3.6866, 0.4296], [2.3574, 4.2286, -0.7356], [3.6054, 3.5945, -0.9516], [4.5466, 4.3362, -1.3622], [5.9432, 3.8589, -1.6166], [6.2639, 3.6377, -2.7848], [6.6367, 3.6821, -0.6450], [3.8603, 2.2391, -0.7221], [3.9713, 1.4726, -1.9678], [2.6045, 1.1757, -2.6152], [1.9396, 2.0384, -3.1089], [2.1916, -0.1151, -2.6174], [3.3666, 1.9451, 1.2610], [1.0254, 1.9567, -0.7101], [-0.8531, 0.6839, 0.1356], [0.9846, -0.2113, 2.8914], [2.2500, 3.9034, 1.3227], [0.6481, 4.0852, 0.5715], [1.7946, 4.2130, -1.5812], [4.3539, 5.3176, -1.5474], [4.5611, 0.5721, -1.7614], [4.5597, 2.0253, -2.7159], [3.0028, -0.6375, -2.6834], [-0.1115, -2.1660, -1.0186], [-1.5786, -2.2711, -0.6915], [-2.3464, -1.3241, -0.8804], [-2.0183, -3.4422, -0.1816], [-1.2418, -4.6439, 0.1003], [0.0906, -1.1755, -1.4147], [0.4889, -2.3089, -0.1194], [0.1623, -2.9041, -1.7738], [-3.0059, -3.4597, 0.0207], [-1.6569, -5.4711, -0.4770], [-1.3351, -4.8724, 1.1545], [-0.1987, -4.5216, -0.1488], [1.7180, 7.3806, -4.8482], [2.2551, 6.0289, -4.4502], [3.1789, 5.9048, -3.6575], [1.6812, 4.9305, -5.0004], [0.5862, 4.8672, -5.9508], [2.2784, 8.1505, -4.3260], [1.8343, 7.5345, -5.9215], [0.6666, 7.4680, -4.5714], [2.0919, 4.0624, -4.6878], [-0.2307, 4.2911, -5.5131], [0.9284, 4.3574, -6.8526], [0.2252, 5.8555, -6.2147], [-3.5865, -0.7114, 3.5338], [-2.1859, -0.3490, 3.9550], [-1.2036, -0.8224, 3.3988], [-2.0378, 0.5271, 4.9758], [-3.0698, 1.1895, 5.7495], [-3.5355, -1.4167, 2.7088], [-4.1227, -1.1806, 4.3598], [-4.1225, 0.1771, 3.1982], [-1.0748, 0.7238, 5.1992], [-2.9527, 2.2694, 5.6446], [-2.9498, 0.9255, 6.8018], [-4.0635, 0.9045, 5.4212], [-7.6737, -2.9088, -1.2897], [-6.2808, -3.0646, -0.7293], [-5.9740, -4.0031, -0.0038], [-5.3595, -2.1283, -1.0510], [-5.5104, -0.9545, -1.8826], [-8.2883, -3.7341, -0.9416], [-8.1192, -1.9746, -0.9457], [-7.6489, -2.9299, -2.3799], [-4.4540, -2.2956, -0.6437], [-4.8033, -1.0228, -2.7101], [-5.2694, -0.0741, -1.2850], [-6.5188, -0.8621, -2.2739], [2.5411, -6.8175, 2.5097], [1.1745, -6.1979, 2.3528], [0.6197, -6.1164, 1.2657], [0.5654, -5.7236, 3.4704], [1.0587, -5.7289, 4.8353], [2.8926, -7.1459, 1.5361], [3.2473, -6.0863, 2.9055], [2.4920, -7.6832, 3.1713], [-0.3425, -5.3238, 3.2951], [0.3613, -6.2861, 5.4631], [1.1103, -4.7010, 5.1981], [2.0418, -6.1816, 4.9052]], "atomic_forces_ev_per_a": [[0.300, 0.389, -1.016], [-0.858, -0.926, 1.356], [0.830, 0.477, -0.818], [-0.133, 0.769, 1.102], [0.261, -0.389, 0.860], [-2.027, 0.009, 0.361], [0.325, 0.778, -0.160], [1.585, 0.370, 0.078], [-0.141, -0.404, -1.108], [-0.024, -0.966, -0.297], [0.076, -0.279, 0.654], [-0.713, 0.846, 0.091], [0.218, 0.477, -0.265], [2.946, -1.465, -1.406], [-1.748, 0.483, -0.818], [-0.472, 0.519, 2.208], [-0.804, -0.362, -0.468], [0.572, -0.511, -0.588], [0.505, -0.268, -0.168], [-0.442, 0.375, 0.258], [0.457, 0.490, -0.495], [-0.023, 0.021, -0.229], [0.085, -0.134, 0.163], [-0.412, -0.354, -0.061], [-0.008, 0.048, 0.268], [-0.251, 0.062, -0.070], [0.269, 0.293, -0.187], [0.156, 0.073, -0.097], [-0.284, -0.152, -0.239], [-0.309, 0.047, 0.012], [-0.102, 0.185, 0.366], [-0.207, -0.452, 0.453], [0.026, 0.094, -0.070], [-0.154, -0.009, 0.133], [-0.024, -0.128, 0.037], [0.229, 0.436, -0.333], [-0.896, 0.379, -0.144], [-0.066, -0.032, -0.006], [0.039, -0.100, -0.070], [0.085, -0.061, 0.094], [-0.002, -0.209, 0.093], [0.172, -0.114, 0.065], [0.122, -0.094, -0.013], [-0.021, 0.097, 0.023], [0.061, 0.046, 0.034], [0.109, -0.184, 0.024], [-0.030, 0.048, 0.287], [-0.027, 0.290, 0.060], [0.243, -0.399, 0.189], [0.052, -0.089, 0.034], [-0.144, 0.022, -0.005], [-0.029, 0.025, -0.144], [-0.042, -0.039, -0.016], [-0.115, 0.069, -0.138], [-0.156, 0.076, -0.095], [0.054, 0.020, 0.044], [0.030, -0.087, -0.071], [0.130, 0.156, 0.048], [0.313, -0.227, -0.014], [-0.204, -0.261, -0.118], [0.491, 0.111, 0.066], [0.100, 0.032, 0.004], [-0.103, 0.107, -0.015], [-0.083, -0.027, 0.091], [-0.013, 0.109, -0.028], [-0.181, 0.014, 0.051], [-0.188, 0.059, 0.027], [0.042, -0.042, -0.049], [-0.039, -0.082, 0.043], [0.205, -0.095, 0.126], [-0.040, -0.031, 0.004], [-0.494, -0.223, 0.006], [0.429, -0.093, 0.189], [0.096, -0.024, 0.046], [-0.013, 0.039, -0.146], [-0.062, 0.137, 0.004], [0.156, 0.356, -0.140], [-0.081, 0.199, -0.072], [-0.053, 0.131, -0.189], [-0.016, -0.077, 0.051], [0.023, 0.011, -0.048], [-0.105, 0.013, -0.155], [0.454, -0.386, 0.278], [0.272, -0.171, -0.117], [-0.462, 0.208, -0.127], [-0.102, 0.040, -0.028], [0.026, -0.097, 0.109], [0.100, 0.067, 0.081], [-0.006, 0.028, 0.067], [0.147, -0.019, 0.135], [0.124, -0.063, 0.139], [-0.012, -0.004, -0.075]], "lowdin_charge": [0.20, -0.32, 0.03, -0.28, -0.22, 0.49, -0.27, -0.13, -0.10, -0.14, 0.08, -0.27, 0.28, -0.76, 0.01, 0.05, 0.06, -0.02, -0.48, 0.12, 0.12, 0.17, 0.13, 0.08, 0.08, 0.14, 0.12, 0.13, 0.17, 0.14, 0.14, 0.13, -0.01, -0.53, 0.00, 0.04, -0.07, 0.06, 0.09, 0.09, 0.12, 0.10, 0.06, 0.06, -0.01, -0.54, 0.02, 0.01, -0.07, 0.08, 0.09, 0.09, 0.12, 0.08, 0.09, 0.07, 0.00, -0.54, 0.01, 0.02, -0.07, 0.08, 0.09, 0.09, 0.14, 0.09, 0.08, 0.07, -0.01, -0.55, 0.01, 0.01, -0.08, 0.08, 0.08, 0.08, 0.09, 0.08, 0.08, 0.07, -0.01, -0.53, 0.01, 0.01, -0.07, 0.08, 0.09, 0.09, 0.13, 0.08, 0.08, 0.07]}

***

{"formula": "C7H8CrO4", "method": "the ωB97M-V functional and the def2-TZVPD basis", "gap_ev": [8.06, 8.15], "total_charge": 2, "spin_multiplicity": 5, "elements": ["O", "C", "Cr", "C", "C", "O", "O", "C", "C", "C", "O", "C", "H", "H", "H", "H", "H", "H", "H", "H"], "xyz": [[-0.4446, 2.5611, -2.7183], [-0.4832, 1.4200, -2.4911], [-0.3951, -0.3080, -1.7227], [1.0399, -1.2501, -2.5001], [-1.9490, -1.2000, -2.2438], [2.0519, -1.7854, -2.7229], [-2.9028, -1.7481, -2.6488], [0.0160, 0.8686, 2.0823], [0.0516, -0.6592, 1.9752], [0.9401, -0.8539, 0.7565], [0.5202, 0.2464, -0.1363], [-0.1201, 1.3146, 0.6318], [-0.7672, 1.2509, 2.7243], [0.9670, 1.2380, 2.4748], [-0.9556, -1.0477, 1.7481], [0.4004, -1.1828, 2.8584], [2.0054, -0.7206, 1.0181], [0.8133, -1.7860, 0.1905], [-1.1734, 1.3705, 0.3265], [0.3851, 2.2717, 0.3978]], "atomic_forces_ev_per_a": [[-0.087, -5.721, 0.819], [-0.499, 9.398, -2.209], [0.552, 0.465, 4.155], [8.127, -5.247, -2.224], [-8.525, -4.924, -4.387], [-5.174, 2.851, 0.812], [5.251, 3.022, 2.543], [0.562, -0.093, -0.019], [-0.668, -0.118, -0.654], [0.688, -0.377, 0.915], [0.478, -0.099, -0.565], [-0.208, 1.198, 0.691], [-0.233, 0.020, -0.029], [-0.055, -0.028, 0.011], [0.192, 0.091, 0.150], [0.225, 0.088, 0.059], [-0.431, 0.041, -0.404], [-0.019, 0.055, 0.258], [0.036, -0.016, -0.006], [-0.212, -0.606, 0.085]], "lowdin_spin": [0.11, 0.08, 3.33, 0.08, 0.07, 0.11, 0.12, 0.00, 0.00, 0.02, 0.05, 0.01, 0.00, 0.00, 0.00, 0.00, 0.00, 0.01, 0.01, 0.00]}

***

{"formula": "C3H4N3S", "method": "the ωB97M-V functional and the def2-TZVPD basis", "gap_ev": 6.00, "total_charge": -1, "elements": ["N", "C", "N", "C", "N", "C", "S", "H", "H", "H", "H"], "xyz": [[-0.0803, -1.9444, -0.2522], [-0.0411, -0.5636, -0.1498], [1.1722, 0.0181, -0.1624], [0.8707, 1.3416, -0.2160], [-0.4912, 1.6202, -0.1287], [-1.0977, 0.3414, -0.1866], [-2.7871, 0.0310, -0.0292], [-0.8728, -2.4029, 0.1216], [0.6599, -2.2843, 0.4133], [1.5988, 2.0752, -0.2073], [-0.8183, 2.5957, -0.1053]], "atomic_forces_ev_per_a": [[2.114, -1.778, 1.193], [-1.091, 1.171, -0.509], [-0.484, 3.084, -0.428], [-0.885, -2.073, 0.836], [2.388, -1.322, -0.745], [-0.447, 0.293, 0.961], [-0.302, 0.079, -0.130], [-1.602, 0.184, 0.116], [-0.517, 0.346, -1.188], [1.211, 1.445, 0.016], [-0.385, -1.428, -0.122]], "lowdin_charge": [0.06, -0.54, 0.06, -0.25, 0.02, -0.84, 0.20, 0.02, 0.08, 0.05, 0.13]}